Here is a 3-piece molecular cluster, C25H31N2O2 overall at a distorted geometry from the OMol25 dataset. Energies are from the ωB97M-V functional and the def2-TZVPD basis.

Summary:
E   -33494.599 eV
LUMO   -3.21 eV
Gap between HOMO and LUMO   7.2 eV
HOMO   -10.4443 eV
Net charge   +1
ΔE to the lowest compared entry with this formula, charge and spin   259.1 kJ/mol

CARTESIAN COORDINATES (ANGSTROEM)
O 0.5505 -2.1210 1.9263
O 0.8882 -2.5791 -2.6065
N 2.5142 -0.6099 2.6786
N -1.3382 -3.1093 -3.1516
C -0.6350 -3.9363 -4.1484
C -0.2817 -2.5183 -2.3061
C -2.1203 3.5287 2.9250
C 1.3399 4.5025 0.9551
C 2.5426 4.9607 0.4292
C 0.6196 -6.0769 -4.6844
C 1.6737 -0.9336 3.8714
C -0.6735 -1.7382 -0.9893
C 1.6337 0.0667 1.6859
C -4.5000 3.8440 3.0825
C 0.8499 -5.6286 -6.0688
C 0.5489 -1.9406 3.3515
C -3.2212 4.3746 2.9633
C 0.3853 -0.8449 1.2505
C 0.5505 -1.0265 -0.3166
C -2.2981 2.1528 3.0107
C -0.1106 -5.2567 -3.7406
C 0.3123 -4.3395 -6.4911
C 0.9680 3.1977 -1.0353
C 0.5504 3.6248 0.2206
C -3.5770 1.6217 3.1261
C 2.1731 3.6518 -1.5585
C 2.9578 4.5364 -0.8276
C -0.4265 -3.5008 -5.5270
C -4.6786 2.4678 3.1590
H 3.2844 0.0314 2.9098
H 0.7203 -2.9278 3.8436
H -0.3916 3.2722 0.6278
H 3.1558 5.6488 0.9992
H 1.5342 -1.5390 -0.4655
H 1.4338 -6.3168 -6.7200
H -1.4365 1.4920 2.9867
H -3.0828 5.4474 2.9003
H 2.9572 -1.4574 2.2891
H 1.0192 -7.0542 -4.3122
H 3.8945 4.8953 -1.2379
H -1.7268 -2.2962 -3.6524
H 2.3232 -1.3771 4.6708
H -0.4460 -1.5245 3.6580
H 0.3535 2.5107 -1.6070
H -0.2935 -5.5254 -2.6678
H -0.5988 -0.3709 1.5229
H 1.2490 0.0126 4.2969
H -1.3717 -0.9165 -1.3376
H 0.6545 0.0129 -0.7321
H -1.1225 3.9416 2.8297
H -5.6764 2.0547 3.2454
H -3.7160 0.5484 3.1908
H -0.8077 -2.5256 -5.9125
H 1.0177 4.8309 1.9370
H -1.2757 -2.3726 -0.2921
H -5.3588 4.5038 3.1149
H 1.2593 1.0673 2.0351
H 2.4999 3.3176 -2.5361
H 0.4786 -4.0447 -7.5507
H 2.2717 0.2912 0.7817